Entry 1:
Computed, not measured: an isolated molecule of C7H10, with wB97M-V/def2-TZVPD.

Geometry (Å):
C  2.656  -0.213  -0.920
C  1.901  0.038  0.113
C  1.035  0.261  1.064
C  -0.439  -0.061  0.872
C  -1.254  1.231  0.777
C  -0.658  -1.018  -0.277
C  -1.518  -0.866  -1.279
H  2.751  0.522  -1.715
H  3.178  -1.159  -1.030
H  1.353  0.736  1.994
H  -0.782  -0.604  1.766
H  -2.328  1.016  0.761
H  -1.049  1.874  1.640
H  -0.999  1.794  -0.128
H  -0.067  -1.933  -0.224
H  -1.674  -1.656  -2.008
H  -2.108  0.038  -1.406

max |F| = 0.25 eV Å⁻¹
SMILES = C=C=C[C@@H](C)C=C
E_LUMO = 1.08 eV
HOMO level = -9.40 eV



Entry 2:
Computed, not measured: an isolated molecule of C7H10, with wB97M-V/def2-TZVPD.

Geometry (Å):
C  -1.556  1.493  0.059
C  -1.649  0.200  0.363
C  -0.533  -0.425  1.145
C  0.640  -1.275  0.765
C  1.292  -0.464  -0.294
C  0.748  -0.243  -1.695
C  0.836  0.177  1.000
H  -2.327  2.043  -0.466
H  -0.649  2.035  0.327
H  -2.559  -0.360  0.153
H  -0.874  -0.716  2.147
H  1.036  -2.113  1.327
H  2.370  -0.655  -0.314
H  1.198  0.649  -2.148
H  1.003  -1.102  -2.326
H  -0.333  -0.117  -1.710
H  1.389  0.806  1.685

max |F| = 0.57 eV Å⁻¹
SMILES = C=C[C@H]1[C@H]2[C@@H](C)[C@@H]12
E_LUMO = 1.22 eV
HOMO level = -9.22 eV